i | C4H11NOS | wB97M-V/def2-TZVPD

Geometry as XYZ:
```
18
C4H11NOS (wB97M-V/def2-TZVPD)
H 0.1035 0.4766 -1.5239
H -0.1879 2.2051 0.4567
H 1.3018 1.2454 -0.8722
N -1.1383 -0.9660 0.2542
H -2.3830 0.6603 1.2494
H -1.6488 1.7493 -0.2228
O -1.9536 1.3547 1.6420
C 1.6053 -0.9166 -1.0466
H -1.4227 -0.8641 -0.7590
H 2.0291 -0.6291 -1.9983
H 0.4156 -0.0756 1.4851
H 0.8084 -1.8496 -1.2852
C 0.7463 0.2856 -0.6572
C -0.0924 0.1035 0.5482
H -1.9875 -0.7254 0.7285
S 2.6895 -1.1997 0.4452
H 2.0445 -2.2523 0.9804
C -0.9298 1.3980 0.5757
```

Summary:
SMILES: N[C@H](CO)CCS
Gap between HOMO and LUMO, hartree: 0.3653
LUMO, eV: 0.77
Total charge: 0



ii | C4H11NOS | wB97M-V/def2-TZVPD

Geometry as XYZ:
```
18
C4H11NOS (wB97M-V/def2-TZVPD)
H -1.0995 2.1198 0.1965
N -1.2221 1.5593 -0.6432
H -1.6649 -0.6642 1.7530
C 1.3995 0.2443 -0.6873
C -1.0720 0.1797 -0.1980
H -2.5045 0.6833 1.3575
O -3.0928 -1.1762 0.3843
H 0.3913 -1.0136 0.8286
H -3.3222 -0.8554 -0.4963
C -2.1429 -0.2436 0.8622
S 2.9730 -0.3811 -0.0371
H 1.3803 1.2683 -1.0279
H 3.7961 0.6199 -0.3172
H -1.1919 -0.6008 -0.9473
H -2.1113 1.7548 -1.0723
H 0.5419 0.6022 1.2951
H 1.0640 -0.4818 -1.4320
C 0.3261 -0.0032 0.4153
```

Summary:
SMILES: N[C@H](CO)CCS
Gap between HOMO and LUMO, hartree: 0.3562
LUMO, eV: 0.79
Total charge: 0



iii | C4H11NOS | wB97M-V/def2-TZVPD

Geometry as XYZ:
```
18
C4H11NOS (wB97M-V/def2-TZVPD)
N 0.7004 -1.7228 -0.9165
H 0.8161 0.8126 -1.7842
H -1.7525 1.8105 -0.9725
C -0.3473 0.5400 -0.0824
S -0.3067 -1.2931 0.1076
H 1.1404 1.9950 -0.5202
H 1.4547 -0.8891 1.8790
H 0.8241 -2.6486 -1.2299
H 1.6847 0.4895 -0.4539
C 0.5251 -1.4983 1.7688
H 0.7006 -2.6167 1.8121
C 0.8592 1.0324 -0.7771
H -1.5000 0.3506 -1.8258
O -1.6731 -1.7255 0.1948
H -0.2660 -1.1743 2.3688
C -1.6016 0.8021 -0.8858
H -0.5010 1.3589 1.0318
H -2.5651 0.3956 -0.6380
```

Summary:
Gap between HOMO and LUMO, hartree: 0.3713
LUMO, eV: 0.83
Total charge: 0



iv | C4H11NOS | wB97M-V/def2-TZVPD

Geometry as XYZ:
```
18
C4H11NOS (wB97M-V/def2-TZVPD)
H 0.1379 -0.8679 -2.5806
H 1.1450 -2.8015 2.2271
C -0.4043 3.2071 0.2478
H -0.0881 3.7954 -0.5990
C 0.4592 -2.0570 -0.0111
O 0.1742 1.6479 1.9268
C -0.5475 -1.1053 -0.6655
H 1.4409 2.2165 0.3542
H 0.0539 -3.0469 -0.2070
H -0.3022 -0.0698 -0.3986
S 0.5215 -1.7022 1.7660
H -1.5342 -1.3351 -0.2644
H -1.3737 3.3881 0.6915
H 1.4296 -1.9724 -0.4962
H -1.4707 -1.0412 -2.4891
C 0.4562 2.3556 0.7931
N -0.5985 -1.3629 -2.0968
H 0.5010 0.7517 1.8020
```

Summary:
SMILES: C=CO.NCCS
Gap between HOMO and LUMO, hartree: 0.3637
LUMO, eV: 0.72
Total charge: 0



Most stable structure: ii



i | C4H11NOS | wB97M-V/def2-TZVPD

Geometry as XYZ:
```
18
C4H11NOS (wB97M-V/def2-TZVPD)
H -1.3440 -0.0495 2.2569
C -0.1931 -2.1919 -2.0778
H 0.5802 -2.8861 -1.8452
H 1.6585 1.5896 -0.0012
H -1.9168 1.4638 1.4129
H -0.4800 1.5107 2.5076
H -0.5405 -2.3073 -3.0572
H 1.8522 0.7096 1.2572
S 0.0564 -0.5617 -1.7388
C -1.0753 0.9218 1.7712
O -0.6705 0.4900 -2.3749
H -1.2298 -1.1410 0.1072
H 0.8659 2.2760 1.3313
N -0.2364 0.7828 0.6123
C -0.3185 -0.5817 0.0927
H 0.4065 -1.2058 0.5844
H 1.4976 -0.1447 -1.6696
C 1.0875 1.3253 0.8308
```

Summary:
SMILES: C=[S@@H](=O)CN(C)C
Gap between HOMO and LUMO, hartree: 0.3127
LUMO, eV: 0.52
Total charge: 0



ii | C4H11NOS | wB97M-V/def2-TZVPD

Geometry as XYZ:
```
18
C4H11NOS (wB97M-V/def2-TZVPD)
H 1.3453 1.9172 1.5597
H -1.6703 0.5714 -0.1927
C -0.0969 0.4331 1.2025
H -0.6835 0.8600 2.0223
C -1.1021 -0.2438 0.2654
H -1.7219 -1.8392 1.4901
C 0.7915 1.5706 0.7020
H 1.3964 0.8511 -1.5027
C -0.4488 -1.2087 -0.7138
N -2.0511 -0.9631 1.1086
H 0.2170 2.2598 0.0963
H 0.5537 -0.3339 1.6466
H 0.3278 -0.7514 -1.3150
S 2.1593 1.0704 -0.4442
H -1.9734 -2.3405 -1.1607
H 0.0459 -1.9639 -0.1074
O -1.3638 -1.7667 -1.6356
H -2.9752 -1.0663 0.7082
```

Summary:
SMILES: N[C@H](CO)CCS
Gap between HOMO and LUMO, hartree: 0.3631
LUMO, eV: 0.83
Total charge: 0



Most stable structure: ii



i | C2H5NSi | wB97M-V/def2-TZVPD

Geometry as XYZ:
```
9
C2H5NSi (wB97M-V/def2-TZVPD)
H -3.6269 -0.7928 -0.2313
H 1.5690 -1.0152 0.8632
C -1.8628 0.3966 0.0252
C 1.3662 -0.4341 0.0087
H 0.5325 1.7017 1.2448
N -2.7522 -0.3542 -0.1191
H -0.2825 1.4010 -1.3572
Si 0.2288 0.8886 0.0787
H 1.1570 -0.9620 -0.8823
```

Summary:
Gap between HOMO and LUMO, hartree: 0.2707
LUMO, eV: 0.18
Total charge: 0



ii | C2H5NSi | wB97M-V/def2-TZVPD

Geometry as XYZ:
```
9
C2H5NSi (wB97M-V/def2-TZVPD)
H -1.6947 0.3950 0.4845
H 1.4997 -0.7741 -0.2211
H 0.9971 3.4336 0.6451
H -0.3405 -1.9924 0.7232
C -0.0405 1.5050 0.5203
Si 0.0422 -1.0477 -0.3129
H -0.1678 -1.0098 -1.7194
N -0.7135 0.3224 0.3499
C 0.3613 2.6696 0.5972
```

Summary:
SMILES: C#CN[SiH3]
Gap between HOMO and LUMO, hartree: 0.3482
LUMO, eV: 0.85
Total charge: 0



iii | C2H5NSi | wB97M-V/def2-TZVPD

Geometry as XYZ:
```
9
C2H5NSi (wB97M-V/def2-TZVPD)
C 0.3629 -0.0152 -0.9782
N 0.1194 -1.8744 0.7878
H -0.0673 -2.0925 1.7329
H 0.5955 2.2797 0.5366
C -0.0248 -0.7759 0.2616
H -1.9312 1.5636 0.2945
H -0.1470 -0.3283 -1.7963
H 1.4863 0.1180 -1.2213
Si -0.3938 1.1250 0.3825
```

Summary:
SMILES: [H]/N=C1/C[SiH2]1
Gap between HOMO and LUMO, hartree: 0.3179
LUMO, eV: 0.38
Total charge: 0



Most stable structure: ii



i | C3H8N2O2 | wB97M-V/def2-TZVPD

Geometry as XYZ:
```
15
C3H8N2O2 (wB97M-V/def2-TZVPD)
H -0.2632 -2.2113 -1.8071
C 0.4168 0.8485 0.8878
H 1.4232 0.4691 -0.9799
H 0.5108 1.9877 -0.9418
H -0.0032 1.6455 1.5015
O 0.0052 -2.3408 0.7017
H -1.2134 0.5890 0.0685
C 1.1304 1.3112 -0.3516
O -1.7103 -0.4327 1.7898
H 0.9896 0.1579 1.5024
N -0.5627 -1.3954 -1.2961
H -1.2046 -0.7691 -1.7533
N -1.0764 -0.2478 0.7018
C -0.4864 -1.4612 0.0588
H 2.0443 1.8495 -0.0825
```

Summary:
Gap between HOMO and LUMO, hartree: 0.3188
LUMO, eV: 0.45
Total charge: 0



ii | C3H8N2O2 | wB97M-V/def2-TZVPD

Geometry as XYZ:
```
15
C3H8N2O2 (wB97M-V/def2-TZVPD)
C -1.8823 0.2899 0.1835
H 0.3969 2.7156 -0.2822
C 0.6896 -1.8117 0.0363
N -2.2302 1.4640 0.2883
O 0.3322 2.2141 0.5409
O -2.2165 -0.7319 -0.3635
H 0.1783 -1.6425 0.9848
H 1.6777 -2.1840 0.3227
H -1.6435 2.0722 0.8442
H 0.2417 -0.3992 -1.6353
H 0.1097 -2.5471 -0.5123
H 1.8799 -0.3232 -1.0070
C 0.8458 -0.5322 -0.7436
H 1.0620 0.5728 1.0954
N 0.5589 0.8431 0.2477
```

Summary:
SMILES: N=C=O.CCNO
Gap between HOMO and LUMO, hartree: 0.3312
LUMO, eV: 0.50
Total charge: 0



Most stable structure: i



i | C3H8N2O2 | wB97M-V/def2-TZVPD

Geometry as XYZ:
```
15
C3H8N2O2 (wB97M-V/def2-TZVPD)
O 0.8939 -1.0418 1.4021
H -1.1502 -1.3238 0.2499
H -1.1491 0.6147 -1.3792
H 1.1520 1.5800 -0.1897
H 2.2260 -0.5080 -0.9257
N 0.4850 0.0871 1.2257
H 0.7734 -0.9401 -1.8711
C 0.5357 0.7655 -0.5743
N -1.6843 -0.4859 0.4962
C -1.4064 -0.1733 1.7788
H -1.3430 -0.9468 2.5491
H 1.7861 0.4751 -2.2908
C 1.3688 -0.1200 -1.4742
O -0.5314 1.3433 -1.1778
H -1.9563 0.6740 2.1811
```

Summary:
Gap between HOMO and LUMO (alpha / beta), hartree: 0.2918 / 0.2917
LUMO (alpha / beta), eV: -0.41 / -0.41
Total charge: 0



ii | C3H8N2O2 | wB97M-V/def2-TZVPD

Geometry as XYZ:
```
15
C3H8N2O2 (wB97M-V/def2-TZVPD)
C 2.0022 -0.5300 -0.3898
H 2.3395 0.3394 -0.9972
H -0.1281 1.8177 1.0130
C 0.8922 -0.1702 0.5487
H -1.4900 -0.7143 0.9468
N -2.6943 -0.3008 -0.7883
H 2.7732 -1.1465 0.1677
O -1.9640 0.2944 -1.5816
H 1.2449 1.9977 0.1651
O 0.4091 -0.9298 1.3698
H -0.0439 1.2551 -0.7591
H 1.5496 -1.2364 -1.2181
N -2.2826 -0.7292 0.3610
H -3.0625 -1.2299 0.8792
C 0.4546 1.2828 0.2828
```

Summary:
SMILES: CC(C)=O.NN=O
Gap between HOMO and LUMO, hartree: 0.3668
LUMO, eV: 0.88
Total charge: 0



Most stable structure: ii